Entry from OMol25: a cluster of 2 separate species, C11H22F5NO2P in total (wB97M-V/def2-TZVPD).

Structure (XYZ):
```
42
C11H22F5NO2P wB97M-V/def2-TZVPD
C -0.298 -3.923 -0.742
C -1.488 -3.008 -0.517
O -1.515 -1.862 -1.344
C -0.396 -1.011 -1.183
P -0.822 0.723 -1.688
C 0.668 1.531 -0.975
C 1.932 1.178 -1.794
C 2.896 0.175 -1.134
C 3.382 0.558 0.259
F 3.314 1.903 0.444
F 4.705 0.206 0.395
C 2.622 -0.094 1.462
F 2.148 -1.308 1.125
F 1.589 0.679 1.742
F 3.396 -0.243 2.528
C -2.144 1.183 -0.464
N -2.478 0.215 0.564
C -3.808 -0.358 0.543
H 0.651 -3.431 -0.521
H -0.379 -4.774 -0.062
H -0.285 -4.301 -1.765
H -1.548 -2.710 0.539
H -2.405 -3.552 -0.754
H -0.015 -1.035 -0.153
H 0.421 -1.329 -1.844
H 0.462 2.601 -1.041
H 0.777 1.325 0.084
H 2.476 2.078 -2.081
H 1.604 0.713 -2.729
H 2.443 -0.814 -1.131
H 3.805 0.101 -1.735
H -3.029 1.415 -1.059
H -1.824 2.127 0.003
H -1.772 -0.487 0.682
H -4.449 0.106 1.300
H -3.772 -1.430 0.746
H -4.298 -0.217 -0.428
C -0.540 3.420 2.539
O -1.763 3.729 2.098
H -0.465 3.095 3.622
H -0.028 2.573 1.989
H 0.230 4.252 2.478
```

Values from the calculation:
**Orbital gap**: 4.73 eV
**E_HOMO**: -2.05 eV
**LUMO**: 2.68 eV
**Charge**: -1

Entry from OMol25: an isolated molecule of C5H9N3 (wB97M-V/def2-TZVPD).

Structure (XYZ):
```
17
C5H9N3 wB97M-V/def2-TZVPD
C -0.634 -1.084 1.030
C -0.645 -0.942 -0.451
C -0.239 1.609 0.159
C 1.267 1.376 0.304
C 0.611 -1.221 -1.155
H -0.021 -0.629 1.821
H -0.584 -2.106 1.129
H -1.661 -0.662 1.301
H -1.464 -1.729 -0.789
H -0.555 0.776 -1.570
H -0.542 2.715 -0.107
H -0.649 1.438 1.158
H 1.877 1.881 0.998
H 0.680 -1.912 -2.083
N -1.005 0.619 -0.634
N 1.942 0.401 -0.146
N 1.621 -0.530 -0.964
```

Values from the calculation:
**Orbital gap**: 8.87 eV
**E_HOMO**: -8.39 eV
**Relative energy (zero: lowest compared OMol25 entry of this formula, charge and spin)**: 109.2 kcal per mole
**Structure (SMILES)**: C[C@@H]1C=NN=CCN1
**LUMO**: 0.48 eV
**Charge**: 0

Entry from OMol25: a cluster of 2 separate species, C2HBrFN3 in total (wB97M-V/def2-TZVPD).

Structure (XYZ):
```
8
C2HBrFN3 wB97M-V/def2-TZVPD
C -2.174 3.331 0.355
C -2.095 -0.600 0.106
N -3.031 2.616 0.585
N -1.427 0.321 0.467
N -0.590 1.199 0.393
F -1.340 4.239 0.111
Br -3.876 -0.889 0.075
H -0.143 1.333 1.281
```

Values from the calculation:
**Orbital gap**: 8.82 eV
**E_HOMO**: -8.84 eV
**LUMO**: -0.02 eV
**Charge**: 0

Entry from OMol25: a cluster of 3 separate species, C4H13NO3S in total (wB97M-V/def2-TZVPD).

Structure (XYZ):
```
22
C4H13NO3S wB97M-V/def2-TZVPD
O -0.239 -1.357 1.820
C 0.667 -1.373 0.987
N 1.296 -0.263 0.503
C 0.917 1.075 1.093
C -0.388 1.668 0.632
S 0.193 3.335 -0.048
C 0.897 -2.690 0.311
H 1.647 -0.276 -0.379
H 1.180 1.013 2.184
H 1.710 1.834 0.806
H -1.087 1.936 1.498
H -0.982 1.048 -0.031
H 0.300 2.877 -1.324
H 1.099 -3.540 0.950
H -0.056 -2.952 -0.231
H 1.607 -2.677 -0.561
H -2.723 -1.514 -0.147
H -1.977 -0.309 -0.130
O -2.711 -0.643 -0.781
H -1.112 0.733 -2.189
H -0.083 1.374 -2.797
O -0.156 0.700 -2.169
```

Values from the calculation:
**Orbital gap**: 9.52 eV
**E_HOMO**: -9.15 eV
**Relative energy (zero: lowest compared OMol25 entry of this formula, charge and spin)**: 55.1 kcal per mole
**Structure (SMILES)**: CC(=O)NCCS.O.O
**LUMO**: 0.37 eV
**Charge**: 0

Entry from OMol25: a structure of composition C6H13N3 (wB97M-V/def2-TZVPD).

Structure (XYZ):
```
22
C6H13N3 wB97M-V/def2-TZVPD
C 2.552 1.183 0.294
C 2.676 -0.271 0.018
C -0.407 -2.013 0.173
C -0.712 -0.985 -0.798
C -1.681 0.034 -0.449
C -1.647 1.512 -0.503
H 2.121 1.803 -0.547
H 1.954 1.393 1.315
H 3.737 1.484 0.395
H 3.775 -0.904 -0.213
H -1.176 -2.352 1.062
H 0.110 -2.777 -0.348
H -0.482 -1.075 -1.915
H -2.617 -0.285 -1.148
H -2.695 1.905 -0.145
H -1.301 1.921 -1.497
H -1.088 2.064 0.525
H -1.321 0.682 1.496
H -1.841 -1.388 1.381
N 1.741 -1.089 -0.352
N 0.350 -0.680 0.176
N -2.046 -0.160 1.078
```

Values from the calculation:
**Orbital gap**: 9.50 eV
**E_HOMO**: -8.62 eV
**Relative energy (zero: lowest compared OMol25 entry of this formula, charge and spin)**: 201.7 kcal per mole
**LUMO**: 0.88 eV
**Charge**: 0

Entry from OMol25: a cluster of 2 separate species, C4H4NO3P in total (wB97M-V/def2-TZVPD).

Structure (XYZ):
```
13
C4H4NO3P wB97M-V/def2-TZVPD
C -0.676 -0.767 0.314
C 0.558 -0.379 -0.084
C -1.173 0.389 1.018
C 0.733 0.954 0.233
N -0.377 1.436 0.838
O 1.354 -2.502 -2.870
O -2.341 0.356 1.681
O 1.733 1.751 0.042
P 1.697 -1.074 -2.870
H -1.187 -1.638 0.500
H 1.296 -1.040 -0.561
H -3.106 -0.156 1.438
H 1.489 2.670 0.321
```

Values from the calculation:
**Orbital gap (spin up / spin down)**: 7.54 / 6.14 eV
**E_HOMO (spin up / spin down)**: -8.05 / -7.49 eV
**Relative energy (zero: lowest compared OMol25 entry of this formula, charge and spin)**: 63.7 kcal per mole
**LUMO (spin up / spin down)**: -0.51 / -1.35 eV
**Charge**: 0

Entry from OMol25: a structure of composition C36H31Br2MnN4OP2S (wB97M-V/def2-TZVPD).

Structure (XYZ):
```
78
C36H31Br2MnN4OP2S wB97M-V/def2-TZVPD
Mn -0.150 -0.553 0.176
N -0.993 -2.712 -1.530
P -2.064 -1.582 -0.748
C -3.104 -2.613 0.325
C -4.464 -2.341 0.453
C -5.225 -3.061 1.356
C -4.637 -4.047 2.134
C -3.279 -4.303 2.022
C -2.508 -3.581 1.130
C -3.228 -1.155 -2.090
C -3.738 -2.103 -2.971
C -4.609 -1.712 -3.971
C -4.996 -0.384 -4.077
C -4.509 0.561 -3.187
C -3.618 0.180 -2.198
P 0.639 -2.508 -0.944
C 1.055 -4.185 -0.362
C 1.155 -5.251 -1.253
C 1.430 -6.520 -0.774
C 1.616 -6.727 0.583
C 1.535 -5.664 1.469
C 1.257 -4.391 0.999
C 1.641 -2.351 -2.452
C 2.859 -1.709 -2.231
C 3.745 -1.511 -3.271
C 3.416 -1.958 -4.542
C 2.200 -2.585 -4.768
C 1.307 -2.786 -3.728
H -1.327 -3.673 -1.624
H -4.920 -1.569 -0.151
H -6.277 -2.843 1.464
H -5.234 -4.605 2.840
H -2.814 -5.051 2.645
H -1.441 -3.756 1.065
H -3.460 -3.142 -2.859
H -4.990 -2.442 -4.669
H -5.697 -0.090 -4.843
H -4.819 1.592 -3.269
H -3.219 0.905 -1.495
H 1.029 -5.084 -2.313
H 1.507 -7.346 -1.465
H 1.830 -7.720 0.949
H 1.692 -5.825 2.524
H 1.192 -3.553 1.683
H 3.087 -1.357 -1.227
H 4.683 -1.002 -3.097
H 4.114 -1.820 -5.355
H 1.945 -2.929 -5.759
H 0.356 -3.267 -3.908
Br -0.513 -2.817 4.592
C 0.047 -1.028 4.365
C 0.423 -0.239 5.442
C 0.829 1.060 5.233
Br 1.353 2.097 6.735
C 0.869 1.625 3.936
C 1.256 2.946 3.640
C 1.262 3.363 2.334
C 0.884 2.475 1.319
N 0.507 1.232 1.558
C 0.493 0.804 2.844
C 0.072 -0.557 3.047
O -0.253 -1.281 2.046
H 0.396 -0.654 6.437
H 1.544 3.612 4.441
H 1.556 4.368 2.078
H 0.891 2.795 0.285
S 0.752 1.104 -1.775
C 0.214 0.757 -3.319
N -0.682 -0.163 -3.687
C -1.024 -0.061 -5.093
C -0.044 1.013 -5.610
N 0.631 1.427 -4.395
H -1.230 -0.709 -3.039
H -2.071 0.241 -5.209
H -0.882 -1.021 -5.592
H -0.557 1.864 -6.065
H 0.672 0.605 -6.333
H 1.294 2.181 -4.345
```

Values from the calculation:
**Orbital gap (spin up / spin down)**: 7.22 / 6.91 eV
**2S+1**: 6
**E_HOMO (spin up / spin down)**: -9.48 / -9.56 eV
**Relative energy (zero: lowest compared OMol25 entry of this formula, charge and spin)**: 26.8 kcal per mole
**LUMO (spin up / spin down)**: -2.26 / -2.65 eV
**Charge**: +1

Entry from OMol25: a structure of composition C30H19BrCoF10IN3O2S (wB97M-V/def2-TZVPD).

Structure (XYZ):
```
68
C30H19BrCoF10IN3O2S wB97M-V/def2-TZVPD
Co 0.407 0.307 0.120
C 1.392 -2.201 -1.306
N 0.108 -1.727 -0.799
C -0.544 -2.723 0.066
C 0.245 -3.169 1.240
N 1.563 -0.289 1.642
C 2.855 0.076 1.891
C 3.665 -0.138 3.026
F 3.226 -0.804 4.109
C 4.977 0.302 3.100
F 5.679 0.063 4.217
C 5.583 0.969 2.058
F 6.856 1.388 2.145
C 4.837 1.186 0.914
F 5.385 1.822 -0.129
C 3.536 0.749 0.851
F 2.863 0.977 -0.300
C -0.798 -1.378 -1.901
C -0.266 -0.209 -2.713
N 0.151 0.821 -1.783
C 0.359 2.080 -2.211
C 0.557 3.102 -1.253
F 0.521 2.750 0.058
C 0.759 4.425 -1.555
F 0.901 5.329 -0.576
C 0.793 4.840 -2.875
F 0.975 6.136 -3.190
C 0.629 3.884 -3.855
F 0.667 4.255 -5.145
C 0.422 2.554 -3.540
F 0.318 1.702 -4.585
H 1.271 -3.106 -1.920
H 2.063 -2.415 -0.478
H 1.856 -1.424 -1.910
H -0.807 -3.608 -0.552
H -1.481 -2.272 0.400
H 1.293 -3.419 1.134
H -0.280 -3.790 1.954
H -1.752 -1.096 -1.452
H -0.962 -2.250 -2.555
H -1.074 0.132 -3.366
H 0.546 -0.539 -3.373
O -2.848 1.742 1.704
C -1.820 1.092 1.863
O -1.365 0.257 1.003
C -1.066 1.285 3.184
C -1.482 2.373 3.950
C -0.927 2.655 5.187
C 0.063 1.830 5.699
C 0.496 0.747 4.951
C -0.039 0.470 3.693
S 0.605 -0.983 2.874
H -2.275 2.984 3.543
H -1.273 3.512 5.751
H 0.504 2.029 6.668
H 1.274 0.097 5.331
Br -3.498 1.389 -4.399
C -3.328 2.613 -2.957
C -2.701 3.821 -3.226
C -2.569 4.768 -2.224
C -3.075 4.508 -0.960
C -3.705 3.303 -0.691
C -3.831 2.343 -1.688
I -4.748 0.540 -1.191
H -2.315 4.008 -4.219
H -2.064 5.702 -2.435
H -2.964 5.236 -0.166
H -4.052 3.076 0.305
```

Values from the calculation:
**Orbital gap (spin up / spin down)**: 7.08 / 7.19 eV
**2S+1**: 5
**E_HOMO (spin up / spin down)**: -4.86 / -4.97 eV
**Relative energy (zero: lowest compared OMol25 entry of this formula, charge and spin)**: 12.8 kcal per mole
**LUMO (spin up / spin down)**: 2.22 / 2.22 eV
**Charge**: -1

Number 1: calculated total energy -40223.5253 eV, maximum force 0.0179 hartree/bohr. Number 2: calculated total energy -9796.7321 eV, maximum force 0.0785 hartree/bohr. Number 3: calculated total energy -79315.3145 eV, maximum force 0.0348 hartree/bohr. Number 4: calculated total energy -22825.3411 eV, maximum force 0.1169 hartree/bohr. Number 5: calculated total energy -10894.6669 eV, maximum force 0.1272 hartree/bohr. Number 6: calculated total energy -21130.9881 eV, maximum force 0.0788 hartree/bohr. Number 7: calculated total energy -246659.8021 eV, maximum force 0.0611 hartree/bohr. Number 8: calculated total energy -193763.5352 eV, maximum force 0.0155 hartree/bohr.